Computed, not measured: a molecular structure, C29H35N10O2Ru, with ωB97M-V with the def2-TZVPD basis set.

Output
**2S+1**: 6
**Total charge**: 0
**LUMO energy (spin up / spin down)**: 0.6512 / -0.6877 eV
**Expectation value of S²**: 8.76
**Highest occupied orbital energy (spin up / spin down)**: -6.88 / -6.91 eV
**Orbital gap (spin up / spin down)**: 0.2767 / 0.2286 Ha
**Max |F|**: 0.43 eV/Å

Each line ends with the Mulliken spin population.
Cartesian coordinates (Å):
Ru -0.634 0.555 0.266  4.05
C -3.578 0.118 -0.905  -0.01
N -2.340 -0.681 -0.987  0.13
C -2.559 -2.005 -0.391  0.01
C -1.900 -0.724 -2.369  0.01
C -2.480 -1.590 -3.279  -0.01
C -2.165 -1.519 -4.629  0.03
C -1.297 -0.529 -5.060  -0.01
C -0.702 0.336 -4.156  0.03
C -0.945 0.227 -2.779  0.01
N -0.411 1.040 -1.800  0.19
C 0.719 1.836 -1.975  -0.04
C 1.777 1.606 -2.857  0.04
C 2.900 2.421 -2.851  -0.01
C 3.004 3.479 -1.964  0.03
C 1.975 3.706 -1.056  -0.01
C 0.852 2.900 -1.057  -0.05
N -0.209 3.017 -0.093  0.06
C 0.145 3.653 1.171  0.01
C -1.379 3.699 -0.680  0.03
H -4.359 -0.327 -1.531  0.00
H -3.914 0.155 0.129  0.00
H -3.380 1.134 -1.243  0.00
H -3.444 -2.495 -0.809  0.01
H -1.681 -2.623 -0.560  0.00
H -2.706 -1.884 0.682  0.00
H -3.200 -2.322 -2.937  0.00
H -2.616 -2.206 -5.331  0.00
H -1.077 -0.422 -6.115  0.00
H -0.058 1.120 -4.523  0.00
H 1.750 0.746 -3.509  0.00
H 3.706 2.213 -3.545  0.00
H 3.877 4.119 -1.966  0.00
H 2.056 4.514 -0.343  0.00
H 0.306 4.732 1.058  0.00
H -0.681 3.502 1.866  0.00
H 1.044 3.197 1.580  0.00
H -1.128 4.743 -0.902  0.01
H -1.670 3.195 -1.598  0.00
H -2.205 3.658 0.026  0.00
C -3.722 2.467 2.979  0.01
C -2.726 1.424 2.523  0.02
O -2.261 1.593 1.343  0.12
C -2.387 0.404 3.384  0.02
C -1.464 -0.646 3.143  0.05
C -1.321 -1.680 4.228  0.01
N -0.762 -0.763 2.040  0.04
N 0.060 -1.900 2.036  0.01
C 0.621 -2.083 0.875  0.00
O 0.434 -1.367 -0.171  0.12
C 1.592 -3.217 0.766  0.02
C 1.777 -4.119 1.811  0.00
C 2.703 -5.142 1.690  0.00
C 3.454 -5.270 0.527  0.00
C 3.271 -4.373 -0.515  0.00
C 2.341 -3.350 -0.397  0.01
H -4.194 2.925 2.112  0.00
H -3.205 3.249 3.541  0.00
H -4.483 2.039 3.630  0.00
H -2.894 0.387 4.339  0.00
H -1.935 -1.419 5.087  0.00
H -0.279 -1.779 4.529  0.00
H -1.615 -2.659 3.848  0.00
H 1.188 -4.005 2.711  0.00
H 2.841 -5.842 2.504  0.00
H 4.178 -6.070 0.435  0.00
H 3.855 -4.470 -1.422  0.00
H 2.184 -2.642 -1.200  0.00
N 4.926 -0.163 0.242  0.00
N 3.734 0.143 0.884  0.00
N 3.505 -0.171 2.139  0.00
C 2.245 0.228 2.271  0.01
N 1.774 0.766 1.139  0.04
N 2.750 0.690 0.254  -0.01
H 5.644 -0.183 0.959  0.00
H 5.106 0.587 -0.419  0.00
H 1.671 0.118 3.173  0.00